Below is a cluster of 2 separate species, C2H6NO3 in total, with properties calculated with the ωB97M-V functional and the def2-TZVPD basis.

The electronic energy comes out at -9804.418 eV. As for the total charge: -1. As for the LUMO energy: 0.1460 hartree. Its energy relative to the best compared isomer or geometry (same formula, charge and spin) is 41.1 kcal per mole. For the largest force on an atom, the calculation gives 0.8 eV Å⁻¹.

```
12
Properties=species:S:1:pos:R:3:forces:R:3:mulliken_charge:R:1
O -0.70888 -1.28988 0.62744 -0.1 -0.4 0.4 -0.652
C -0.39908 -0.23571 0.06509 0.1 -0.2 0.1 0.096
N 0.32101 -0.12753 -1.04144 0.3 0.4 0.6 -0.159
C 0.92642 1.26297 -1.54624 -0.6 -0.2 0.2 -0.203
O 2.03875 1.10411 -2.17043 0.3 -0.1 -0.2 -0.808
H -0.71555 0.70469 0.54068 -0.2 0.4 -0.4 0.233
H 0.97135 -0.89752 -1.12991 0.0 -0.1 -0.6 0.206
H 0.05264 1.66537 -2.11556 0.1 0.1 -0.2 0.177
H 0.94750 1.85611 -0.59774 0.1 0.1 0.1 0.112
H -2.09982 -1.36751 2.66461 -0.1 0.1 0.1 0.334
H -1.00472 -0.40846 2.74609 0.0 0.0 0.1 0.330
O -1.78029 -0.67577 3.25919 0.1 -0.1 -0.1 -0.665
```
Positions in Å, forces in eV/Å.